(1)
15
Properties=species:S:1:pos:R:3 method="wB97M-V/def2-TZVPD" e_tot_ev=-26413.456 homo_energy_ev=-8.91 e_above_lowest_kcal_mol=97.33 smiles=NCCCSS
N -1.0848 1.5648 -0.9795
C -1.1288 0.0614 -1.4009
C -0.2195 -0.4740 -0.2361
C -0.2172 0.2802 1.1481
S 0.9087 -0.1806 2.3559
S 2.7814 -1.5596 1.4202
H -0.0367 1.6496 -0.7762
H -0.8269 2.1816 -1.7380
H -0.6081 -0.0017 -2.4024
H -2.0532 -0.3617 -1.0704
H 0.8355 -0.2249 -0.5190
H -0.3259 -1.6373 0.0529
H -1.0891 0.2473 1.7158
H 0.3143 1.3095 0.9074
H 2.7503 -2.8545 1.5221

(2)
11
Properties=species:S:1:pos:R:3 method="wB97M-V/def2-TZVPD" e_tot_ev=-17458.856 homo_energy_ev=-8.84 e_above_lowest_kcal_mol=52.03 smiles="[H]/N=C(/N)SN=C"
H -2.2801 -1.8136 -0.3023
N -2.4597 -0.8541 0.0259
C -1.3264 -0.1871 -0.1505
N -1.3012 1.1547 -0.0978
S 0.2433 -1.0216 0.0166
N 1.2955 0.2044 -0.0270
C 2.5031 -0.0925 -0.0992
H -2.2910 1.3875 0.1409
H -0.4749 1.6490 0.4752
H 3.1995 0.7443 -0.0369
H 2.8918 -1.1708 0.0551

(3)
97
Properties=species:S:1:pos:R:3 method="wB97M-V/def2-TZVPD" e_tot_ev=-45256.219 homo_energy_ev=-9.65 e_above_lowest_kcal_mol=33.56 smiles=COC[C@H](C)N.COC[C@H](C)N.CCO.CCO.CCO.CCO.CCO.CCO.CCO
C 3.3830 -4.0344 -1.1582
O 3.0756 -3.1917 -2.2395
C 2.0390 -3.7180 -3.0887
C 1.9936 -2.7808 -4.3234
C 1.6785 -1.3450 -4.0348
N 0.9620 -3.3715 -5.1908
H 4.3092 -3.7123 -0.6267
H 3.4844 -5.0304 -1.5546
H 2.6073 -3.9871 -0.4075
H 2.3358 -4.7389 -3.3471
H 1.0796 -3.7353 -2.5784
H 2.9438 -2.8609 -4.8445
H 2.3732 -0.9353 -3.3071
H 0.6658 -1.2625 -3.5530
H 1.7884 -0.6620 -4.9142
H 1.2812 -4.3427 -5.4716
H 1.0476 -2.8047 -6.0489
C -2.3353 -1.7340 4.1253
O -2.2438 -0.5157 4.7679
C -1.2633 0.2819 4.1218
C -0.9350 1.5052 4.9730
C -2.1391 2.3829 5.3920
N 0.0616 2.3504 4.2067
H -3.3893 -2.0350 4.1924
H -1.6710 -2.4586 4.6290
H -2.1138 -1.8296 3.0830
H -0.3672 -0.2815 3.9689
H -1.6535 0.6186 3.1587
H -0.4656 1.1300 5.8721
H -2.5654 2.9638 4.5686
H -1.6671 3.1202 6.1028
H -2.9355 1.7444 5.9140
H -0.4058 2.9905 3.6030
H 0.5397 2.9257 4.8469
C 3.7466 2.0975 2.1645
C 2.8277 0.8692 2.0996
O 2.2420 0.5039 3.2988
H 3.2909 3.0689 2.5109
H 4.1157 2.2104 1.1312
H 4.6088 1.9891 2.7989
H 3.4186 0.0311 1.7390
H 2.1198 1.0350 1.2617
H 1.6217 1.2084 3.6034
C -4.0997 -2.5998 -3.5726
C -3.4502 -2.9367 -4.8699
O -2.1456 -2.3668 -4.9619
H -4.9387 -3.2835 -3.4520
H -4.4280 -1.5102 -3.5754
H -3.4347 -2.8052 -2.6988
H -4.0123 -2.4993 -5.6784
H -3.3898 -4.0201 -4.9706
H -1.4441 -2.9963 -4.8331
C -3.5392 2.3088 -1.6727
C -2.5103 1.8259 -2.6931
O -1.2033 1.7050 -2.1509
H -3.3572 1.9484 -0.6604
H -4.5702 2.0097 -1.9923
H -3.6519 3.3926 -1.6120
H -2.3744 2.5736 -3.4541
H -2.7752 0.8830 -3.1922
H -1.2737 1.3978 -1.2373
C 0.0696 5.3095 1.4679
C -1.0938 4.5568 0.8809
O -1.4135 3.4761 1.7632
H 0.1956 6.2317 0.9307
H 0.9429 4.6901 1.5828
H -0.2718 5.6009 2.4750
H -0.7480 4.1673 -0.1132
H -2.0028 5.1012 0.7071
H -2.0431 2.9671 1.2611
C 1.8092 2.1280 -2.3535
C 1.7405 3.4608 -2.9520
O 2.3835 4.3563 -2.0019
H 2.8531 1.8058 -2.3229
H 1.2377 1.4315 -2.9189
H 1.2929 2.0042 -1.3990
H 0.6877 3.8239 -3.1781
H 2.2743 3.4402 -3.9116
H 2.6036 5.1527 -2.4965
C -1.6734 -1.3542 0.0974
C -0.3760 -0.5250 0.3985
O -0.6611 0.8075 0.5781
H -2.2366 -1.0104 -0.7798
H -2.2818 -1.3379 1.0152
H -1.4633 -2.3938 -0.1164
H 0.3776 -0.6013 -0.3966
H 0.0709 -0.9050 1.3563
H 0.0730 1.3109 0.9006
C 1.7998 -4.3545 2.6721
C 1.2822 -2.9347 2.6650
O 1.9896 -2.3183 3.7021
H 1.7495 -4.8181 3.6715
H 2.8800 -4.2902 2.4133
H 1.2419 -5.0065 2.0145
H 0.2270 -2.8350 2.8847
H 1.4648 -2.4599 1.6979
H 2.1261 -1.3637 3.6368

(4)
12
Properties=species:S:1:pos:R:3 method="wB97M-V/def2-TZVPD" e_tot_ev=-29300.365 homo_energy_ev=-8.82 e_above_lowest_kcal_mol=79.08 smiles="ON=C(NS)NS"
O -0.2288 2.6109 0.0134
N 0.5697 1.4935 -0.5216
C 0.1380 0.3992 -0.0106
N 0.7077 -0.6587 -0.6553
S 1.4903 -2.2201 -0.0720
N -0.6319 0.0438 1.1164
S -2.1361 -0.5938 0.1688
H 0.3857 3.2447 -0.0741
H 1.3974 0.0491 -1.2757
H 0.7713 -3.0456 -0.9314
H -0.6002 0.9059 1.9407
H -1.8632 -2.2289 0.3014

Let's list LUMO energy in order: -1.287, 0.689, 0.711, -0.018 eV.